The following is a quantum chemistry calculation of a cluster of 16 separate species, H32O16 in total at a distorted geometry, from OMol25.

Cartesian coordinates (Å):
O: -1.8763 -2.1320 -1.0620
H: -1.9020 -3.0940 -0.8748
H: -2.4468 -1.7110 -0.3562
O: -0.9535 3.1418 -0.0543
H: -0.2076 2.9377 0.5455
H: -0.5947 3.7404 -0.7413
O: 1.0430 -3.1612 -0.4668
H: 0.3414 -3.2694 -1.0823
H: 0.7312 -3.2244 0.4514
O: -3.0712 -1.3013 1.3069
H: -4.0397 -1.3937 1.3419
H: -2.6283 -1.7341 2.0290
O: -0.1767 -0.3506 0.3319
H: 0.3286 0.2668 -0.2118
H: -0.6005 -0.9629 -0.2625
O: -0.8022 0.1590 2.8729
H: -0.8645 -0.7000 3.2664
H: -0.7488 0.0479 1.9191
O: 2.3151 3.4822 -0.6768
H: 1.7852 4.1745 -0.2021
H: 1.8139 2.6615 -0.7850
O: 3.5294 0.9319 0.7150
H: 4.1744 1.3044 1.3315
H: 2.8373 1.5885 0.6187
O: -1.4930 1.2021 -2.1597
H: -1.3931 1.4808 -3.0149
H: -0.9496 1.8185 -1.7104
O: -0.3116 -2.7212 1.8840
H: -1.0991 -3.2631 1.8724
H: -0.6033 -1.9681 1.4243
O: 1.2818 1.1131 -1.3289
H: 1.9864 0.4524 -1.2942
H: 1.2184 1.4905 -2.2002
O: -1.1068 -1.1079 -3.5382
H: -1.0369 -0.2647 -2.9830
H: -1.2236 -1.7738 -2.8386
O: 2.5269 -1.1942 -1.4038
H: 2.2566 -1.2964 -2.3404
H: 2.1158 -1.9774 -0.9513
O: 1.0059 2.1811 1.6633
H: 0.5617 1.7486 2.3937
H: 1.3743 2.9575 2.1217
O: 2.2191 -1.2476 1.8980
H: 2.6564 -0.6012 1.3696
H: 1.2979 -1.3146 1.6029
O: -3.3473 1.2064 -0.0329
H: -2.9173 1.1482 -0.9000
H: -3.0059 0.5288 0.5125

Values from the calculation:
* orbital gap: 9.600 eV
* lowest unoccupied orbital energy: -0.558 eV
* total charge: 0
* energy relative to the best compared isomer or geometry (same formula, charge and spin): 109.6 kcal/mol
* energy: -33280.182 eV
* E_HOMO: -10.16 eV

=====

The following is a quantum chemistry calculation of the molecule C16H23NO6S, from OMol25.

Cartesian coordinates (Å):
C: -3.2310 -2.3238 -0.9635
O: -2.2123 -1.3595 -1.2056
C: -1.1040 -1.4739 -0.4877
O: -0.9106 -2.3500 0.3221
C: -0.0887 -0.3721 -0.7927
C: 1.2475 -1.0000 -1.2036
C: 2.0710 -1.0086 0.0950
O: 1.9038 -2.2247 0.7912
C: 3.5817 -0.8879 -0.1534
O: 4.2605 -0.9594 1.0830
C: 3.9945 0.4257 -0.8543
O: 5.2914 0.7964 -0.4565
C: 3.0118 1.5937 -0.5535
O: 3.6779 2.8194 -0.6870
C: 2.4198 1.4154 0.8460
C: 1.5205 0.1730 0.9308
N: 0.1621 0.3218 0.4521
C: -0.5996 1.5198 0.7037
C: -2.0552 1.1796 0.7278
C: -2.7134 0.3782 1.6062
C: -4.0830 0.2200 1.2933
C: -4.4630 0.8941 0.1761
C: -5.8100 0.9684 -0.4496
S: -3.1198 1.7464 -0.5166
H: -3.5486 -2.2763 0.0793
H: -4.0535 -2.0691 -1.6261
H: -2.8583 -3.3273 -1.1774
H: -0.5044 0.2884 -1.5645
H: 1.7330 -0.4101 -1.9764
H: 1.1280 -2.0193 -1.5712
H: 0.9470 -2.4000 0.8610
H: 3.8893 -1.7426 -0.7769
H: 3.8407 -1.6776 1.5741
H: 4.0429 0.2715 -1.9385
H: 5.4256 0.4241 0.4282
H: 2.1983 1.6044 -1.2878
H: 4.6178 2.6392 -0.5163
H: 1.8595 2.3119 1.1091
H: 3.2362 1.3098 1.5627
H: 1.4751 -0.1347 1.9864
H: -0.4211 2.3035 -0.0525
H: -0.3009 1.9015 1.6839
H: -2.2336 -0.0880 2.4479
H: -4.7614 -0.3725 1.8825
H: -5.7668 0.6691 -1.4963
H: -6.1956 1.9872 -0.4119
H: -6.5010 0.3146 0.0773

Values from the calculation:
* orbital gap: 8.948 eV
* lowest unoccupied orbital energy: 0.576 eV
* total charge: 0
* energy relative to the best compared isomer or geometry (same formula, charge and spin): 1.2 kcal/mol
* energy: -41575.791 eV
* E_HOMO: -8.37 eV
* SMILES: COC(=O)[C@@H]1C[C@@]2(O)[C@H](O)[C@H](O)[C@H](O)C[C@H]2N1Cc1ccc(C)s1

=====

The following is a quantum chemistry calculation of a structure of composition C18H32Br2N4O6Sr2 at a distorted geometry, from OMol25.

Cartesian coordinates (Å):
N: 2.2843 -2.1544 4.6807
H: 1.9512 -2.1430 5.6514
H: 3.0883 -1.4847 4.5333
H: 1.5431 -1.8412 4.0502
H: 2.6224 -3.0577 4.3591
N: 0.0764 -4.5450 0.0644
H: 0.8778 -5.0274 -0.3606
H: 0.3416 -4.3020 1.0216
H: -0.7553 -5.1702 0.1264
H: 0.0218 -3.7103 -0.5406
Sr: 2.1999 -1.7593 -2.0705
Sr: 3.9266 -2.5321 1.1697
C: 4.5183 0.8115 1.9357
C: 4.2793 0.1078 3.2551
O: 4.4347 -1.2990 3.2134
H: 5.5794 0.8262 1.6758
H: 4.2614 1.8712 2.0049
H: 3.8939 0.3935 1.1229
H: 3.2653 0.3701 3.6143
H: 4.9646 0.4970 4.0137
C: -0.2513 -0.4168 1.4264
C: 1.0952 -0.2901 0.7792
O: 1.6144 -1.5814 0.3481
H: -0.7748 0.5375 1.5230
H: -0.1469 -0.6623 2.4954
H: -0.9315 -1.1723 1.0325
H: 1.8068 0.1932 1.4582
H: 1.1203 0.4059 -0.0725
Br: -2.6417 -5.0212 2.1453
C: -3.5504 -3.9638 0.7241
C: -5.0424 -4.1419 0.9073
Br: -5.8547 -3.3167 -0.6519
H: -3.2443 -4.2880 -0.2676
H: -3.2289 -2.9443 0.9157
H: -5.4299 -3.5620 1.7380
H: -5.2789 -5.1912 1.0549
C: -5.3389 0.3653 -2.4770
C: -5.2192 1.4756 -3.3106
C: -4.0545 2.2273 -3.2707
C: -3.0506 1.8788 -2.3782
C: -3.1680 0.7873 -1.5389
C: -4.3467 0.0420 -1.5685
N: -1.8377 2.6873 -2.3517
O: -1.0500 2.5755 -1.4086
O: -1.6962 3.5059 -3.2208
H: -6.2771 -0.1758 -2.5120
H: -6.0358 1.8229 -3.9266
H: -3.9444 3.1345 -3.8479
H: -2.3935 0.6124 -0.8020
H: -4.3795 -0.8000 -0.8907
C: 2.4435 4.9753 -0.6845
C: 1.7312 5.1730 -1.8567
C: 1.4802 4.1072 -2.6856
C: 2.0124 2.8671 -2.3561
C: 2.7699 2.6771 -1.2068
C: 3.0631 3.7577 -0.4072
N: 1.7434 1.7467 -3.2123
O: 1.2416 1.9337 -4.2696
O: 2.1962 0.5735 -2.9383
H: 2.6342 5.8140 -0.0262
H: 1.3014 6.1423 -2.0614
H: 0.7487 4.2611 -3.4662
H: 3.0628 1.6993 -0.8445
H: 3.7272 3.6974 0.4428

Values from the calculation:
* orbital gap: 3.152 eV
* lowest unoccupied orbital energy: -14.341 eV
* total charge: +4
* energy: -179141.869 eV
* E_HOMO: -17.49 eV

=====

The following is a quantum chemistry calculation of a cluster of 8 separate species, C35H62ClN7O3S in total at a distorted geometry, from OMol25.

Cartesian coordinates (Å):
O: -3.5952 -1.1844 -1.0531
S: -3.1738 -0.0832 -0.0036
O: -1.9964 0.6915 -0.6799
C: -2.5233 -0.8742 1.5778
C: -2.7734 0.1097 2.8703
C: -3.7378 1.4238 2.5287
C: -5.0274 0.8454 1.6354
C: -6.4255 1.6663 1.9166
C: -7.6836 0.7982 1.2493
C: -7.9674 -0.6284 2.0415
Cl: -7.1847 -2.0275 1.0471
O: -4.5780 0.8832 0.2288
H: -1.4215 -1.2852 1.4926
H: -3.2052 -1.8364 1.7604
H: -3.3676 -0.5002 3.7038
H: -1.7576 0.5573 3.2902
H: -4.1038 1.9794 3.5171
H: -3.1167 2.1662 1.8529
H: -5.2027 -0.2555 2.0484
H: -6.4413 2.7626 1.5028
H: -6.5436 1.7531 3.0970
H: -7.3807 0.5441 0.1472
H: -8.6628 1.4348 1.3385
H: -7.3986 -0.6550 3.0892
H: -9.1192 -0.8298 2.2415
C: 0.3870 -0.7720 -1.5680
C: 1.7044 -0.1049 -1.9506
C: 2.9222 -0.9865 -1.6668
C: 2.9946 -1.2993 -0.1812
N: 3.0547 -1.5587 1.0514
H: 0.3347 -0.9771 -0.4941
H: -0.4556 -0.1183 -1.8146
H: 0.2548 -1.7172 -2.1068
H: 1.7946 0.8414 -1.4035
H: 1.6813 0.1410 -3.0180
H: 3.8388 -0.4700 -1.9706
H: 2.8582 -1.9239 -2.2299
C: -2.9359 4.4395 -0.8054
C: -3.8800 4.0649 -1.9435
C: -5.1332 4.9414 -1.9899
C: -5.9133 4.7908 -0.6942
N: -6.5606 4.6658 0.3807
H: -3.4066 4.2997 0.1728
H: -2.0428 3.8071 -0.8289
H: -2.6163 5.4846 -0.8886
H: -4.1664 3.0117 -1.8344
H: -3.3438 4.1560 -2.8946
H: -5.7696 4.6426 -2.8295
H: -4.8618 5.9937 -2.1271
C: 6.1223 -2.7216 1.3751
C: 7.5664 -2.4233 1.7654
C: 8.5793 -2.9537 0.7488
C: 8.4500 -4.4639 0.6352
N: 8.3428 -5.7167 0.5411
H: 5.9300 -3.7982 1.3302
H: 5.4341 -2.2999 2.1144
H: 5.8821 -2.2870 0.3980
H: 7.7649 -2.8609 2.7513
H: 7.6914 -1.3392 1.8631
H: 9.5968 -2.7029 1.0664
H: 8.4096 -2.5024 -0.2348
C: 7.4511 -1.5480 -4.1559
C: 6.5152 -2.2908 -3.2077
C: 5.5621 -3.2409 -3.9355
C: 4.6892 -2.4537 -4.8992
N: 3.9650 -1.8006 -5.6986
H: 6.8982 -0.9062 -4.8491
H: 8.1318 -0.9037 -3.5905
H: 8.0542 -2.2506 -4.7423
H: 5.9399 -1.5570 -2.6301
H: 7.1156 -2.8642 -2.4927
H: 4.9230 -3.7585 -3.2124
H: 6.1245 -3.9969 -4.4940
C: 0.0010 -2.6664 3.6164
C: 0.4915 -3.6208 4.7006
C: -0.5440 -4.6852 5.0692
C: -1.8019 -4.0161 5.5985
N: -2.8455 -3.4610 6.0377
H: -0.8745 -2.0974 3.9447
H: 0.7828 -1.9426 3.3655
H: -0.2643 -3.2123 2.7038
H: 0.7596 -3.0387 5.5907
H: 1.4048 -4.1154 4.3521
H: -0.1402 -5.3514 5.8388
H: -0.7996 -5.2926 4.1943
C: -5.3353 4.9688 6.1616
C: -5.5921 4.2431 7.4785
C: -5.0811 2.8010 7.4726
C: -5.7861 2.0109 6.3823
N: -6.3710 1.3554 5.4777
H: -5.8621 4.4929 5.3285
H: -5.6905 6.0023 6.2218
H: -4.2649 4.9888 5.9268
H: -6.6690 4.2553 7.6860
H: -5.1016 4.7935 8.2890
H: -5.2762 2.3294 8.4416
H: -4.0006 2.7763 7.2944
C: 3.8403 0.5607 -8.3552
C: 4.1712 1.2178 -9.6915
C: 5.3997 0.6055 -10.3675
C: 6.6164 0.7755 -9.4725
N: 7.6258 0.9167 -8.7300
H: 4.6488 0.6920 -7.6290
H: 2.9405 1.0102 -7.9233
H: 3.6593 -0.5130 -8.4799
H: 4.3319 2.2905 -9.5290
H: 3.3084 1.1189 -10.3594
H: 5.5866 1.1006 -11.3262
H: 5.2408 -0.4608 -10.5612

Values from the calculation:
* orbital gap: 10.334 eV
* lowest unoccupied orbital energy: 0.445 eV
* total charge: 0
* energy: -77220.461 eV
* E_HOMO: -9.89 eV
* SMILES: O=S1(=O)CCC[C@@H](CCCCl)O1.CCCC#N.CCCC#N.CCCC#N.CCCC#N.CCCC#N.CCCC#N.CCCC#N

=====

The following is a quantum chemistry calculation of a structure of composition C9H15Cl2HoO3PTl at a distorted geometry, from OMol25.

Cartesian coordinates (Å):
Ho: 3.5651 -1.0510 -0.0155
Tl: -0.6969 1.3724 -1.0026
Cl: 3.4535 0.6792 1.7186
Cl: 1.1566 -1.5108 -0.7807
C: -1.9344 -1.3974 -0.4400
C: 3.2969 0.7505 -1.4598
C: 4.2652 -1.4486 -2.3090
O: -2.1402 -2.3060 -1.0965
O: 3.0667 1.5387 -2.2779
O: 4.4439 -1.5607 -3.4449
C: -1.9462 3.3647 1.5413
C: -1.0893 2.2973 2.2218
P: -1.2928 0.6228 1.5087
C: -0.0756 -0.3750 2.4378
C: -0.3180 -0.5049 3.9415
C: -2.9492 0.0857 2.0804
C: -3.4669 0.6283 3.4144
H: -1.6583 3.5317 0.4939
H: -1.8016 4.3205 2.0599
H: -3.0182 3.1297 1.5716
H: -0.0199 2.5492 2.1340
H: -1.3148 2.2189 3.2949
H: -0.0467 -1.3629 1.9559
H: 0.9127 0.0813 2.2492
H: -1.2180 -1.0869 4.1733
H: 0.5331 -1.0301 4.3951
H: -0.3947 0.4703 4.4405
H: -3.6461 0.3697 1.2748
H: -2.9341 -1.0143 2.0989
H: -3.5926 1.7167 3.4080
H: -4.4546 0.1904 3.6029
H: -2.8288 0.3542 4.2619

Values from the calculation:
* orbital gap (spin up / spin down): 4.759 / 4.779 eV
* lowest unoccupied orbital energy (spin up / spin down): -18.919 / -18.918 eV
* 2S+1: 5
* total charge: +4
* energy: -80496.670 eV
* E_HOMO (spin up / spin down): -23.68 / -23.70 eV

=====

The following is a quantum chemistry calculation of a structure of composition C7H12FeO3 at a distorted geometry, from OMol25.

Cartesian coordinates (Å):
C: -0.7104 2.5178 1.6527
C: -1.2346 1.7047 0.7314
H: 0.3018 2.9160 1.5519
H: -1.3135 2.9048 2.4771
H: -0.6682 1.4064 -0.1542
H: -2.2799 1.3902 0.7792
H: -0.4524 0.3031 2.1282
O: 6.6236 -1.8011 2.2210
C: 5.5420 -1.6316 1.6005
O: 5.4954 -1.6209 0.3426
O: 4.4407 -1.4654 2.3307
C: 3.2104 -1.2724 1.6420
C: 2.1270 -1.1425 2.6995
C: 0.7605 -1.2570 2.2401
C: -0.3596 -0.6340 2.8451
Fe: 7.4506 -1.9305 0.4042
H: 3.0121 -2.1258 0.9803
H: 3.2613 -0.3590 1.0361
H: 2.2729 -0.3072 3.3974
H: 2.1309 -2.0636 3.3416
H: 0.5737 -1.8818 1.3575
H: -1.3048 -1.1697 2.7029
H: -0.2028 -0.2324 3.8507

Values from the calculation:
* orbital gap (spin up / spin down): 7.387 / 4.478 eV
* lowest unoccupied orbital energy (spin up / spin down): -8.751 / -11.714 eV
* 2S+1: 7
* total charge: +2
* energy relative to the best compared isomer or geometry (same formula, charge and spin): 0.0 kcal/mol
* energy: -47959.876 eV
* E_HOMO (spin up / spin down): -16.14 / -16.19 eV

=====

The following is a quantum chemistry calculation of the ion C2H4ClN2S2 with charge +1 at a distorted geometry, from OMol25.

Cartesian coordinates (Å):
C: -0.6490 -0.3053 0.0727
C: -1.6860 0.5873 0.0516
N: 1.1752 0.7450 1.3492
N: 0.1771 -1.1370 -0.3526
S: 1.8126 -1.6111 -0.3381
S: 2.4339 0.2619 0.8776
Cl: 2.9760 0.9992 -1.1670
H: -1.9676 0.9046 1.1669
H: -2.5391 0.0350 -0.2650
H: -1.3890 1.4256 -0.4738
H: -0.3443 -1.9052 -0.9216

Values from the calculation:
* orbital gap: 6.767 eV
* lowest unoccupied orbital energy: -7.059 eV
* total charge: +1
* energy relative to the best compared isomer or geometry (same formula, charge and spin): 114.9 kcal/mol
* energy: -39298.291 eV
* E_HOMO: -13.83 eV

=====

The following is a quantum chemistry calculation of a cluster of 7 separate species, C32H53Br12F9NO10PS in total at a distorted geometry, from OMol25.

Cartesian coordinates (Å):
C: 2.6998 -2.5468 1.0747
C: 2.2630 -3.9758 0.7460
N: 0.9547 -4.0800 0.0782
C: -0.1981 -3.7502 0.9033
P: -1.2256 -5.2760 0.9285
O: -1.5379 -5.8061 -0.3962
O: -0.4000 -6.3121 1.7924
O: -2.5089 -4.9398 1.8230
O: 0.1317 -3.5479 2.2954
C: -0.1907 -2.3014 2.7328
O: 0.0784 -1.9267 3.8519
C: -1.0682 -1.5916 1.6694
O: -2.3369 -1.5723 2.2714
S: -0.7195 0.1771 1.2933
O: -1.7033 0.9643 1.9720
O: -0.6981 0.3194 -0.1340
C: 0.9175 0.7493 2.0070
F: 1.5137 -0.2253 2.7168
F: 0.6315 1.7632 2.8545
C: 1.9423 1.2799 0.9554
F: 1.9190 0.4674 -0.1283
F: 3.1777 1.1851 1.4923
C: 1.6920 2.7248 0.4600
F: 2.3865 2.8507 -0.6970
F: 0.3835 2.9125 0.1883
C: 2.1486 3.8933 1.3864
F: 2.2957 4.9816 0.5935
F: 3.3208 3.6545 1.9879
F: 1.2044 4.1696 2.3055
C: -0.8820 -2.4635 0.4357
C: -1.9819 -2.5614 -0.6362
C: -3.1575 -1.5752 -0.5402
C: -3.4652 -0.9412 -1.8813
C: -4.6030 0.0479 -1.7753
C: -4.3477 1.1889 -0.7896
C: -5.2270 1.1351 0.4650
C: -4.5917 1.8226 1.6709
C: -4.4236 0.9666 2.9055
O: -5.6074 0.1850 3.1927
C: -5.2873 -1.0926 3.5637
C: -5.3509 -2.0710 2.4361
O: -4.9872 -1.3851 4.7016
H: 3.6562 -2.3109 0.6458
H: 1.9493 -1.8692 0.6948
H: 2.7224 -2.4351 2.1477
H: 2.9729 -4.3667 0.0305
H: 2.3493 -4.6143 1.6157
H: 0.8895 -5.0301 -0.2569
H: -0.6875 -6.3229 2.7114
H: -3.2508 -4.8178 1.2261
H: -2.6121 -2.4893 2.3693
H: -0.0645 -1.9978 -0.0997
H: -1.5024 -2.3784 -1.5866
H: -2.3767 -3.5619 -0.7286
H: -4.0486 -2.1277 -0.2804
H: -3.0153 -0.7598 0.1493
H: -2.5795 -0.3944 -2.1821
H: -3.7048 -1.6906 -2.6270
H: -4.8030 0.4849 -2.7446
H: -5.5200 -0.4507 -1.4764
H: -3.3220 1.1777 -0.4375
H: -4.4841 2.1598 -1.2456
H: -5.5301 0.1234 0.6922
H: -6.1374 1.6735 0.2338
H: -3.6049 2.2044 1.4400
H: -5.1964 2.6689 1.9662
H: -4.2614 1.6173 3.7544
H: -3.5487 0.3310 2.8535
H: -4.7881 -1.6497 1.6132
H: -6.3688 -2.1790 2.0912
H: -4.9256 -3.0172 2.7299
Br: 6.2735 -0.2811 -2.7760
C: 5.3803 0.7209 -1.3714
C: 6.2525 0.8917 -0.1590
Br: 6.3598 -0.7371 0.9029
H: 4.4576 0.1953 -1.1531
H: 5.1480 1.6894 -1.8089
H: 5.8233 1.6358 0.5082
H: 7.2707 1.1697 -0.4070
Br: 1.8528 1.5838 -4.4744
C: 1.1861 3.3456 -3.9855
C: 0.1342 3.2647 -2.9159
Br: -1.5639 2.6567 -3.6347
H: 0.8233 3.8073 -4.8962
H: 2.0558 3.8919 -3.6268
H: -0.0634 4.2515 -2.5017
H: 0.3997 2.5825 -2.1163
Br: 10.1362 -5.5456 -1.6243
C: 9.5393 -3.7206 -1.3064
C: 8.4395 -3.6576 -0.2827
Br: 6.7381 -4.2430 -1.0194
H: 9.2348 -3.3192 -2.2666
H: 10.4174 -3.1872 -0.9507
H: 8.2784 -2.6316 0.0345
H: 8.6380 -4.2806 0.5826
Br: -5.3683 -4.7286 -0.7560
C: -5.9601 -4.7676 -2.6094
C: -5.0423 -5.6018 -3.4597
Br: -3.3789 -4.6690 -3.8353
H: -6.0170 -3.7363 -2.9402
H: -6.9592 -5.1956 -2.5820
H: -5.4971 -5.7944 -4.4284
H: -4.7762 -6.5415 -2.9885
Br: 1.9156 6.0197 -6.5903
C: 1.2396 7.7750 -6.0957
C: 0.1974 7.6836 -5.0139
Br: -1.5047 7.0393 -5.6966
H: 0.8637 8.2314 -7.0044
H: 2.1041 8.3312 -5.7414
H: -0.0070 8.6678 -4.5996
H: 0.4881 7.0084 -4.2165
Br: 3.2494 4.2066 6.9385
C: 2.6248 4.8687 5.2201
C: 3.1845 6.2299 4.9082
Br: 2.3005 7.6279 5.9305
H: 1.5409 4.8607 5.2550
H: 2.9695 4.1419 4.4911
H: 3.0090 6.4815 3.8643
H: 4.2439 6.3037 5.1267

Values from the calculation:
* orbital gap: 9.916 eV
* lowest unoccupied orbital energy: 0.046 eV
* total charge: 0
* energy relative to the best compared isomer or geometry (same formula, charge and spin): 0.0 kcal/mol
* energy: -941101.554 eV
* E_HOMO: -9.87 eV
* SMILES: CCN[C@@]1(P(=O)(O)O)OC(=O)[C@@](O)(S(=O)(=O)C(F)(F)C(F)(F)C(F)(F)C(F)(F)F)[C@@H]1CCCCCCCCOC(C)=O.BrCCBr.BrCCBr.BrCCBr.BrCCBr.BrCCBr.BrCCBr